[1]
22
Properties=species:S:1:pos:R:3:lowdin_spin:R:1 method="wB97M-V/def2-TZVPD" multiplicity=2 largest_force_ev_per_a=1.6 orbital_gap_ev="11.40 / 4.64" lumo_energy_ev="-7.19 / -13.92" total_charge=+2 homo_ev="-18.59 / -18.56" relative_energy_kj_mol=23.5
C 1.22676 1.54974 -1.23724 0.00
O 1.51632 1.19724 -2.56023 0.00
C 0.40926 0.40193 -0.61073 0.01
C -0.35943 0.87704 0.61229 0.01
C -1.10523 -0.15813 1.54164 0.09
C -0.42780 -1.44467 1.99747 0.17
O -0.29675 -2.33452 0.94437 0.57
N -0.41974 -0.23084 -1.67889 0.00
H 0.62214 2.45889 -1.24036 0.00
H 2.10072 1.66832 -0.59660 0.00
H 2.42323 0.88517 -2.66706 0.00
H 1.08200 -0.35420 -0.27405 0.00
H -1.05148 1.66490 0.36706 0.00
H 0.32856 1.33895 1.32441 0.00
H -1.28304 0.41127 2.45483 0.01
H -2.10005 -0.42868 1.19127 0.01
H -0.95924 -1.93079 2.83006 0.01
H 0.63675 -1.27033 2.33315 0.11
H -0.50901 -3.27334 1.15879 0.00
H -0.64837 -1.19262 -1.46435 0.00
H 0.11326 -0.10203 -2.54779 0.00
H -1.29889 0.26670 -1.87805 0.00

[2]
21
Properties=species:S:1:pos:R:3:lowdin_charge:R:1 method="wB97M-V/def2-TZVPD" smiles="C/C=C/P(=O)(/C=C/C)OO" largest_force_ev_per_a=5.5 orbital_gap_ev=10.58 lumo_energy_ev=0.69 total_charge=0 homo_ev=-9.89 relative_energy_kj_mol=260.4
C -2.24833 0.71074 0.21973 -0.22
C 2.40635 -0.27138 0.27859 -0.17
C -1.32334 0.19935 -0.58984 -0.16
C 1.45751 -0.36440 -0.65785 -0.12
C -3.24223 1.83499 0.01264 -0.08
C 3.72258 0.36976 0.00689 -0.10
O -0.23948 -1.09445 1.60367 -0.29
O -1.22928 -3.09364 -0.22185 -0.05
O -0.19461 -2.25648 -0.74158 -0.25
P -0.08199 -0.91145 0.14465 0.57
H -2.30249 0.52866 1.30186 0.10
H 2.36950 -0.61945 1.32829 0.12
H -1.32084 0.43752 -1.72476 0.12
H 1.41717 -0.03940 -1.62507 0.06
H -2.84086 2.65846 0.50558 0.06
H -4.03191 1.54884 0.67073 0.06
H -3.41514 1.84769 -1.09578 0.10
H 4.59819 -0.28718 -0.13968 0.10
H 4.11159 0.87420 0.81268 0.04
H 3.75219 0.98925 -0.81320 0.05
H -1.36457 -3.06164 0.72431 0.07

[3]
14
Properties=species:S:1:pos:R:3:lowdin_charge:R:1 method="wB97M-V/def2-TZVPD" largest_force_ev_per_a=1.3 orbital_gap_ev=10.15 lumo_energy_ev=1.09 total_charge=0 homo_ev=-9.06 relative_energy_kj_mol=505.6
C 1.15719 0.88930 -1.29145 -0.08
N 1.81058 0.30238 -0.13908 0.03
C 0.41309 0.13401 -0.16299 -0.29
C -0.62677 0.55322 0.88181 -0.19
C -1.68673 -0.42284 0.30028 -0.04
C -0.35787 -1.16138 0.42126 -0.17
O -0.17166 -0.54801 1.73869 -0.06
H 1.42640 1.96092 -1.30895 0.10
H 1.09177 0.50757 -2.30904 0.09
H 2.42754 -0.49501 -0.19694 0.11
H -0.78119 1.54138 1.31327 0.15
H -2.10449 -0.28854 -0.70060 0.11
H -2.43582 -0.73070 1.03930 0.11
H -0.16205 -2.24231 0.41446 0.14

[4]
45
Properties=species:S:1:pos:R:3:lowdin_charge:R:1 method="wB97M-V/def2-TZVPD" largest_force_ev_per_a=2.7 orbital_gap_ev="6.73 / 5.19" lumo_energy_ev="-9.11 / -9.37" total_charge=+2 homo_ev="-15.84 / -14.57" relative_energy_kj_mol=142.7
Bi -0.08140 -0.48058 0.10093 1.58
P -2.43241 0.50424 -0.55285 0.76
C -2.14131 0.90852 -2.23803 -0.18
C -0.87905 1.34153 -2.70443 -0.33
N 0.24611 1.00883 -1.95871 -0.03
C 1.45311 1.43014 -2.36815 -0.30
C 1.62480 2.18660 -3.52510 0.04
C 0.51739 2.49567 -4.31355 0.02
C -0.73286 2.07187 -3.91435 0.04
C 2.66442 1.10720 -1.51330 -0.25
P 2.48937 -0.37322 -0.43428 0.77
H -1.62832 2.29266 -4.49719 0.14
H 2.62668 2.49731 -3.81215 0.14
H 0.63789 3.06964 -5.22424 0.14
H 3.55139 0.97766 -2.15047 0.12
H 2.91506 1.95476 -0.85084 0.12
H -2.22946 -1.24220 -3.95364 0.02
H -2.99104 1.08726 -2.89916 0.11
H -0.71352 -3.50159 -2.64078 0.04
O -1.99322 -2.17677 -4.11487 -0.06
H -2.57679 -2.41204 -4.86029 0.07
H -0.40305 -2.18562 0.14847 -0.06
O -0.37125 -3.84331 -1.77417 -0.08
H 0.53032 -3.51042 -1.72244 -0.01
C 2.86963 -1.79515 -1.50991 -0.23
H 3.90712 -1.76022 -1.87951 0.08
H 2.74420 -2.72579 -0.93066 0.07
H 2.19514 -1.81623 -2.38325 0.06
C 3.68448 -0.33329 0.93721 -0.20
H 3.57616 -1.26441 1.52207 0.08
H 4.73168 -0.26005 0.59224 0.08
H 3.46659 0.52964 1.59234 0.08
C -3.08677 1.91109 0.39471 -0.18
H -4.08927 2.19626 0.03698 0.08
H -3.15082 1.64685 1.46176 0.08
H -2.41395 2.77485 0.27207 0.07
C -3.48178 -0.96177 -0.29434 -0.22
H -3.62849 -1.11241 0.78762 0.08
H -4.46808 -0.82548 -0.76101 0.08
H -3.00401 -1.86004 -0.71701 0.05
F 0.04795 0.31554 2.18823 -0.33
B 0.00870 0.06176 3.88041 -1.03
F 1.02897 -0.84850 4.02018 0.16
F 0.25215 1.33062 4.33043 0.19
F -1.27229 -0.41178 4.03174 0.16

[5]
11
Properties=species:S:1:pos:R:3:lowdin_charge:R:1 method="wB97M-V/def2-TZVPD" smiles=N#C[C@H]1CO1.O largest_force_ev_per_a=1.1 orbital_gap_ev=12.03 lumo_energy_ev=0.71 total_charge=0 homo_ev=-11.32 relative_energy_kj_mol=256.7
O 2.30619 0.92021 0.81580 -0.07
C 0.23620 -0.57051 -0.14785 -0.09
C -1.12571 -0.20450 0.24253 -0.28
O -0.18330 0.79933 -0.06798 -0.05
C -2.18434 -0.41832 -0.72672 -0.14
N -2.98527 -0.65882 -1.52424 0.17
H 2.56082 0.89562 -0.11302 0.05
H 0.44624 -0.88417 -1.16723 0.13
H 0.92547 -0.91576 0.61737 0.12
H -1.40700 -0.25288 1.29212 0.15
H 1.41069 1.28980 0.77922 0.02

[6]
43
Properties=species:S:1:pos:R:3:lowdin_spin:R:1 method="wB97M-V/def2-TZVPD" multiplicity=2 largest_force_ev_per_a=4.5 orbital_gap_ev="4.67 / 4.51" lumo_energy_ev="2.29 / 2.29" total_charge=-1 homo_ev="-2.38 / -2.22"
Ce 0.00825 -0.51130 -0.94299 0.73
Cl 2.48334 -0.33948 -1.60032 0.00
Cl -2.56906 -0.45962 -0.61595 0.00
C -0.49847 -1.38031 -2.95860 0.00
H -1.53792 -1.07630 -3.16695 0.00
H 0.24523 -1.20812 -3.75122 0.00
C 0.11121 -2.33647 0.24164 0.17
C -0.27473 -2.51460 -1.97067 0.04
H -0.28250 -1.71177 1.11650 0.02
C 0.88540 -3.44438 -2.33038 0.00
H -1.20804 -2.96489 -1.57384 0.00
C 0.98760 -4.72421 -1.48934 0.00
H 0.79877 -3.72069 -3.39230 0.00
H 1.81315 -2.85727 -2.25698 0.00
C 1.44131 -4.44675 -0.06353 0.00
H 0.01637 -5.24071 -1.48546 0.00
H 1.71167 -5.39920 -1.96474 0.00
C 0.35393 -3.71349 0.74376 0.02
H 1.66960 -5.39962 0.42673 0.00
H 2.35702 -3.83864 -0.07206 0.00
H -0.59022 -4.27548 0.67526 0.01
H 0.65450 -3.72966 1.80553 0.00
C 0.17206 2.11380 3.40734 0.00
N -0.18907 2.95894 2.27525 0.00
C -0.19996 4.37973 2.55884 0.00
C -0.23152 2.41779 1.03494 0.00
N 0.12056 1.15815 0.86053 0.00
N -0.62004 3.16187 -0.03406 0.00
C -1.45017 4.34588 0.05717 0.00
C -0.47198 2.60832 -1.37165 0.00
H 0.10611 2.70429 4.31654 0.00
H 1.20041 1.72835 3.30584 0.00
H -0.51639 1.25718 3.47555 0.00
H 0.31821 4.95848 1.78139 0.00
H -1.22355 4.76078 2.68666 0.00
H 0.32517 4.53997 3.50513 0.00
H 0.42742 0.78735 1.77100 0.00
H -0.84543 5.26068 0.13038 0.00
H -2.02733 4.41389 -0.87311 0.00
H -2.15942 4.30085 0.89410 0.00
H 0.54517 2.19241 -1.49711 0.00
H -1.24252 1.82912 -1.56642 0.00
H -0.61415 3.41514 -2.09238 0.00